DFT (ωB97M-V/def2-TZVPD) results for an isolated ion of composition C4H8NO and charge +1.

Output
SMILES: C=[N+]1C[C@@H]1OC
Net charge: +1
Gap between HOMO and LUMO: 11.149 eV
Energy above the lowest of the compared OMol25 structures with the same formula, charge and spin: 2.388 eV
Total energy: -7805.71497 eV

```
14
C4H8NO (ωB97M-V/def2-TZVPD)
C -0.43764 1.15056 0.08293
C -1.89143 -0.60109 1.15093
C 0.81394 0.52759 0.60300
C 1.43085 -0.68402 -1.34579
N -0.82033 -0.01496 0.81907
O 1.61959 -0.27827 0.01296
H -0.62505 1.12908 -0.98872
H -0.75243 2.09793 0.51635
H -1.83736 -1.49998 1.75214
H -2.86735 -0.22822 0.85165
H 1.15281 0.81206 1.59506
H 1.61107 0.14498 -2.03149
H 0.43161 -1.09350 -1.50025
H 2.17172 -1.46216 -1.51785
```